Entry from OMol25: C41H34N5O2P2RuS3 as an isolated structure (the ωB97M-V functional and the def2-TZVPD basis).

The geometry in XYZ format:
```
88
C41H34N5O2P2RuS3, DFT the ωB97M-V functional and the def2-TZVPD basis
H -0.35275 5.13276 -4.17778
C 2.88041 0.20755 -1.48622
C -1.34337 -6.34442 1.14241
C 0.77470 -3.50065 -1.65668
S -2.35491 0.68486 0.53029
N 0.19492 2.05852 0.70602
H 0.84752 -4.89687 -4.73637
C -3.03955 -4.75703 1.76508
H 1.43212 0.77362 -5.85755
N 1.99834 0.83642 -0.69324
H -0.94285 -7.34971 1.16925
C 2.20289 -5.28851 2.88237
H 2.07710 -0.51813 4.53958
H 2.86428 -3.54549 1.84608
S -0.49320 -0.46554 3.23987
H 2.50102 -0.66773 -1.99642
C -0.62109 2.80136 -2.42459
C 1.04154 1.71891 -5.50481
C 4.61429 1.75143 -0.93882
C 2.99499 -4.25399 -2.19808
O 0.58266 -0.30833 -3.09952
H 1.37662 3.59150 2.68990
H 1.32195 -6.86339 4.04538
C 3.45806 -0.94372 1.48241
N -0.47828 1.45871 -2.15844
C 2.06671 -3.98670 2.42992
C 3.74376 2.39153 -0.10743
O -1.08185 3.64626 -1.68724
C 2.49237 -0.93291 2.47506
H 2.47290 -3.27472 -0.36383
H -2.75860 -2.75559 1.04255
H -0.61576 3.44724 1.97583
H 3.19978 -1.26554 0.48301
H 4.03832 -4.36157 -1.92989
C 0.93637 -3.24005 2.75716
H 5.63293 2.10557 -1.03246
C 1.20098 -4.55501 -3.77234
Ru -0.03375 0.14666 -0.46582
S -1.74681 -1.61179 -1.43502
H 4.82537 0.08420 -2.33610
H -0.71396 -3.79344 -3.17224
H 2.74062 4.02669 1.68941
H 0.26600 -5.59077 -0.05259
C 0.18221 0.85044 -3.17879
C -0.04506 -3.80509 3.55862
C 1.13601 2.87882 -6.26855
H 0.73477 4.97298 -6.42664
H -2.86873 3.61833 2.49283
C 0.48150 -1.53005 0.45669
H -3.92509 2.34879 2.02577
C -2.36368 -3.76425 1.07705
C 0.09171 -5.10744 4.01417
C 0.32086 -3.94753 -2.89175
H -0.90994 -3.21027 3.82840
H 3.08866 -5.85734 2.62844
H 5.49576 -0.54946 0.97026
C 4.13579 -0.15430 4.05046
H 4.39836 0.15098 5.05545
C -0.06519 3.03818 -3.80769
C 0.02904 4.19343 -4.55490
H 3.22231 -5.17833 -4.12063
C 4.75902 -0.55128 1.76353
C 2.39997 1.95171 0.00749
N -0.81228 2.62361 1.43130
C 2.53628 -4.71063 -3.42598
C 2.11478 -3.64784 -1.31529
C 0.42825 1.82744 -4.27414
H 1.60673 2.84176 -7.24290
N -2.98670 2.68134 2.14750
H 6.11259 0.15437 3.26994
C -2.02374 2.08415 1.40915
H -0.68151 -5.54160 4.63557
H 1.15470 4.67101 1.29588
C 0.63875 4.09268 -5.80351
H 4.07321 3.25315 0.45375
C 1.68440 3.78275 1.65641
C 5.09929 -0.15533 3.04685
P 0.79286 -1.50438 2.20552
P -0.37744 -2.72021 -0.50470
C 4.17579 0.62323 -1.66184
C -2.53413 -6.04943 1.79078
H -3.06866 -6.82856 2.32012
C -1.17271 -4.06034 0.41800
H -3.96639 -4.52353 2.27309
C -0.65955 -5.35238 0.45760
C 2.83617 -0.53780 3.76707
C 1.21324 -5.84980 3.67954
C 1.41275 2.59614 0.78933
```

Calculated values
2S+1: 6
Relative energy (zero: lowest compared OMol25 entry of this formula, charge and spin), kJ/mol: 0.0
HOMO level (alpha / beta), eV: -5.45 / -7.79
Calculated total energy, a.u.: -3979.22962

Here are the Mulliken charges for atoms 1 to 6, given in e: number 1, H, carries 0.4928; number 2, C, carries -0.5713; number 3, C, carries -0.7900; number 4, C, carries 0.4907; number 5, S, carries -0.3694; number 6, N, carries 2.0193